Record 1
Entry from the OMol25 dataset: a cluster of 2 separate species, C11H24Cl2INO4P in total (the ωB97M-V functional and the def2-TZVPD basis).

Results
* DFT total energy: -2348.52429 a.u.
* E_LUMO: -0.110 Ha
* charge: +1

Element x y z (Å)
C1 3.02 -1.50 3.77
C2 2.07 -0.54 3.09
O1 2.46 -0.29 1.73
C3 1.95 -1.19 0.77
C4 1.34 -0.45 -0.44
C5 -0.15 -0.53 -0.78
C6 -0.73 -1.92 -1.07
C7 -1.49 -2.55 0.10
C8 -2.90 -2.03 0.43
I1 -3.71 -0.43 -0.73
C9 -0.25 0.43 -1.98
N1 1.00 1.31 -1.88
C10 1.59 1.06 -0.50
P1 0.67 2.28 0.57
O2 -0.30 2.95 -0.32
O3 1.82 3.19 1.14
O4 0.13 1.61 1.88
H1 3.96 -1.02 4.02
H2 3.22 -2.36 3.13
H3 2.57 -1.87 4.70
H4 1.04 -0.92 3.12
H5 2.07 0.44 3.58
H6 2.78 -1.79 0.39
H7 1.24 -1.90 1.22
H8 1.85 -0.85 -1.32
H9 -0.75 -0.07 0.02
H10 -1.38 -1.87 -1.95
H11 0.09 -2.59 -1.33
H12 -1.55 -3.62 -0.08
H13 -0.88 -2.44 1.00
H14 -3.63 -2.83 0.34
H15 -2.96 -1.66 1.45
H16 -0.19 -0.09 -2.93
H17 -1.13 1.07 -1.93
H18 0.80 2.30 -2.05
H19 1.67 0.98 -2.57
H20 2.64 1.35 -0.49
H21 1.66 4.13 0.98
H22 -0.35 0.78 1.79
C11 -3.72 2.70 -3.32
Cl1 -5.12 2.35 -2.29
Cl2 -4.15 2.90 -5.02
H23 -3.27 3.62 -2.97
H24 -3.04 1.86 -3.24

---

Record 2
Entry from the OMol25 dataset: a cluster of 2 separate species, C4H6FNS in total at a distorted geometry (the ωB97M-V functional and the def2-TZVPD basis).

Results
* DFT total energy: -708.57674 a.u.
* E_LUMO (alpha / beta): -0.087 / -0.087 Ha
* charge: 0

Element x y z (Å)
C1 -0.29 -1.80 -1.48
C2 1.54 -1.37 0.08
C3 1.68 -0.09 0.01
C4 -1.34 1.95 0.95
N1 0.46 -2.05 -0.51
F1 2.52 0.72 0.55
S1 -0.97 1.16 -0.75
H1 -1.32 -2.15 -1.53
H2 -0.08 -0.90 -2.05
H3 2.15 -1.92 0.64
H4 -2.05 2.76 0.94
H5 -0.51 2.43 1.40
H6 -1.80 1.26 1.76

---

Record 3
Entry from the OMol25 dataset: an isolated molecule of C4H8O4 at a distorted geometry (the ωB97M-V functional and the def2-TZVPD basis).

Results
* DFT total energy: -457.99233 a.u.
* E_LUMO: 0.035 Ha
* SMILES: C1OCOCOCO1
* charge: 0

Element x y z (Å)
C1 1.12 -1.31 -0.14
O1 -0.12 -1.50 -0.73
C2 -1.35 -1.07 -0.15
O2 -1.86 0.17 -0.54
C3 -1.14 1.28 -0.19
O3 0.32 1.57 -0.68
C4 1.37 1.09 -0.09
O4 1.83 -0.16 -0.60
H1 1.87 -1.88 -0.34
H2 1.06 -1.45 1.16
H3 -2.30 -1.50 -0.25
H4 -1.11 -1.07 0.87
H5 -1.02 1.14 0.91
H6 -1.81 2.14 -0.18
H7 0.98 0.58 0.96
H8 2.16 1.97 -0.03

---

Record 4
Entry from the OMol25 dataset: an isolated molecule of C3H5N3O at a distorted geometry (the ωB97M-V functional and the def2-TZVPD basis).

Results
* DFT total energy: -356.79722 a.u.
* E_LUMO: 0.019 Ha
* SMILES: [H]/N=C\C=N/C(N)=O
* charge: 0

Element x y z (Å)
H1 2.10 0.57 0.07
N1 1.77 0.83 1.01
C1 0.78 0.10 1.36
C2 0.35 -1.18 0.60
N2 -0.23 -1.17 -0.54
C3 -0.33 0.13 -1.07
N3 -1.59 0.60 -1.01
O1 0.58 0.70 -1.65
H2 0.26 0.23 2.32
H3 0.52 -2.10 1.19
H4 -2.31 0.06 -0.56
H5 -1.91 1.23 -1.73

---

Record 5
Entry from the OMol25 dataset: a structure of composition C4H10N2S2 at a distorted geometry (the ωB97M-V functional and the def2-TZVPD basis).

Results
* DFT total energy: -1064.20049 a.u.
* E_LUMO: 0.031 Ha
* charge: 0

Element x y z (Å)
C1 -1.18 0.45 0.86
C2 -1.99 -0.84 0.68
C3 -1.50 1.01 -0.53
C4 3.30 1.18 -0.25
H1 0.36 -0.19 2.02
H2 0.71 1.14 1.15
H3 -1.69 1.08 1.62
H4 -1.36 -1.65 0.31
H5 -2.58 -1.18 1.54
H6 -0.73 0.74 -1.25
H7 -1.72 2.08 -0.60
H8 1.02 -1.39 -0.04
H9 3.26 2.26 -0.09
H10 4.26 0.75 -0.54
N1 0.24 0.24 1.11
N2 2.22 0.53 -0.07
S1 -2.96 -0.08 -0.67
S2 2.31 -1.16 -0.32

---

Record 6
Entry from the OMol25 dataset: an isolated molecule of C8H10N2O2 at a distorted geometry (the ωB97M-V functional and the def2-TZVPD basis).

Results
* DFT total energy: -570.70255 a.u.
* E_LUMO (alpha / beta): -0.010 / -0.010 Ha
* charge: 0

Element x y z (Å)
C1 -1.36 -1.44 -1.08
C2 -0.10 -1.89 -1.51
C3 -1.25 0.63 0.01
C4 1.11 -1.27 -0.82
C5 0.86 -0.63 0.54
C6 0.11 0.72 0.56
C7 -0.04 1.18 2.02
C8 0.83 1.80 -0.27
N1 -3.70 -1.58 -1.35
N2 -2.56 -1.59 -1.31
O1 0.04 -2.75 -2.38
O2 -2.25 1.22 -0.09
H1 1.83 -2.08 -0.69
H2 1.56 -0.56 -1.52
H3 0.30 -1.34 1.16
H4 1.82 -0.47 1.02
H5 0.94 1.41 2.43
H6 -0.50 0.40 2.63
H7 -0.67 2.07 2.09
H8 0.74 1.59 -1.34
H9 1.88 1.81 0.00
H10 0.41 2.78 -0.08

---

Record 7
Entry from the OMol25 dataset: the ion C2H3N2O with charge +1 at a distorted geometry (the ωB97M-V functional and the def2-TZVPD basis).

Results
* DFT total energy: -262.40485 a.u.
* E_LUMO: -0.253 Ha
* SMILES: CC(=O)[N+]#N
* charge: +1

Element x y z (Å)
C1 -0.61 0.31 -0.85
C2 0.54 -0.42 -0.03
O1 1.53 -1.04 -0.15
N1 0.40 -0.08 1.47
N2 0.57 -0.07 2.55
H1 -1.56 -0.18 -0.96
H2 -0.01 0.30 -1.77
H3 -0.86 1.19 -0.27

---

Record 8
Entry from the OMol25 dataset: a structure of composition C36H33CoN5O4 (the ωB97M-V functional and the def2-TZVPD basis).

Results
* DFT total energy: -3349.23310 a.u.
* E_LUMO (alpha / beta): 0.094 / 0.068 Ha
* <S²>: 6.042
* spin multiplicity: 5
* charge: -1

Element x y z (Å)
Co1 -0.40 0.08 -0.05
C1 -2.47 -0.02 2.35
N1 -1.14 0.58 2.14
C2 -0.24 0.11 3.19
C3 -1.16 2.03 2.10
C4 -1.99 2.76 2.93
C5 -2.01 4.15 2.89
C6 -1.18 4.80 1.99
C7 -0.33 4.08 1.16
C8 -0.27 2.68 1.20
N2 0.52 1.83 0.43
C9 1.57 2.12 -0.38
C10 2.03 3.37 -0.85
C11 3.06 3.48 -1.77
C12 3.71 2.36 -2.28
C13 3.31 1.11 -1.81
C14 2.29 0.98 -0.89
N3 1.89 -0.31 -0.39
C15 2.54 -0.58 0.89
C16 2.10 -1.44 -1.28
H1 -2.83 0.14 3.37
H2 -2.39 -1.09 2.17
H3 -3.17 0.40 1.63
H4 -0.62 0.37 4.18
H5 0.74 0.58 3.06
H6 -0.13 -0.97 3.11
H7 -2.65 2.24 3.61
H8 -2.67 4.71 3.54
H9 -1.20 5.88 1.92
H10 0.24 4.63 0.44
H11 1.55 4.28 -0.53
H12 3.35 4.47 -2.12
H13 4.50 2.45 -3.01
H14 3.82 0.22 -2.16
H15 3.62 -0.77 0.75
H16 2.08 -1.45 1.36
H17 2.43 0.28 1.54
H18 3.16 -1.68 -1.40
H19 1.67 -1.24 -2.26
H20 1.58 -2.30 -0.87
O1 -3.86 0.74 -4.81
C17 -2.62 0.56 -5.20
O2 -2.31 0.44 -6.37
C18 -1.56 0.57 -4.15
C19 -0.21 0.57 -4.45
N4 0.45 0.56 -3.28
N5 -0.38 0.55 -2.23
C20 -1.60 0.56 -2.73
C21 -2.74 0.64 -1.74
O3 -3.90 0.73 -2.21
O4 -2.43 0.63 -0.53
H21 -3.93 0.86 -3.79
H22 0.28 0.58 -5.40
H23 1.44 0.68 -3.11
C22 -0.80 -1.88 0.12
C23 -1.61 -2.81 0.20
C24 -2.55 -3.83 0.30
C25 -3.49 -4.04 -0.80
C26 -4.15 -5.26 -1.00
C27 -5.03 -5.44 -2.05
C28 -5.29 -4.40 -2.94
C29 -4.63 -3.18 -2.77
C30 -3.74 -3.01 -1.72
C31 -2.58 -4.62 1.54
C32 -1.40 -4.83 2.26
C33 -1.41 -5.52 3.47
C34 -2.60 -6.01 3.98
C35 -3.78 -5.80 3.28
C36 -3.77 -5.12 2.07
H24 -3.95 -6.09 -0.33
H25 -5.52 -6.39 -2.19
H26 -5.98 -4.53 -3.76
H27 -4.83 -2.36 -3.44
H28 -3.24 -2.06 -1.58
H29 -0.47 -4.44 1.87
H30 -0.48 -5.67 4.01
H31 -2.62 -6.54 4.93
H32 -4.72 -6.17 3.68
H33 -4.70 -4.94 1.55

---

- The highest DFT total energy belongs to which entry?
  C2H3N2O

---

- Which value of DFT total energy does entry 8 give?
  -3349.23310 a.u.